Below is C41H53BiNO6SSb2Se3 as an isolated structure at a distorted geometry, with properties calculated with ωB97M-V/def2-TZVPD.

Geometry (Å):
Bi (-1.55, 1.04, -0.20)
Sb (1.97, -1.91, 0.61)
Sb (0.45, -0.63, -2.18)
Se (-2.82, 3.20, 0.66)
Se (0.45, 4.84, -2.69)
Se (1.17, 2.81, 1.97)
S (-3.68, -1.56, -1.27)
O (0.13, 0.28, 1.13)
O (-2.36, -2.02, -0.76)
O (-0.06, 1.77, 2.87)
O (-2.40, 0.53, 2.21)
O (-3.17, 4.42, 3.46)
O (-2.38, 6.86, 2.53)
N (-0.63, 2.35, -1.69)
C (-0.25, 1.60, -6.04)
C (1.43, -0.14, 4.64)
C (-0.95, 4.90, 2.40)
C (-1.75, 0.17, -4.21)
C (0.53, 4.53, 2.61)
C (1.68, -1.64, 2.70)
C (4.65, -2.91, 1.97)
C (3.37, 0.15, -1.25)
C (-1.55, -1.65, 2.51)
C (-1.40, 4.56, 0.96)
C (-0.39, 0.35, -3.97)
C (5.95, -3.40, 2.00)
C (2.24, -3.50, -5.80)
C (-5.47, 0.28, -0.30)
C (6.54, -3.87, 0.83)
C (2.65, -1.79, -4.16)
C (-1.03, 6.42, 2.60)
C (2.14, 0.72, -1.95)
C (1.44, -1.24, 5.46)
C (1.37, -1.95, -3.64)
C (-2.36, 0.70, -5.34)
C (4.52, -3.40, -0.37)
C (-1.38, -0.20, 2.94)
C (3.09, -2.57, -5.22)
C (-4.67, -0.93, 0.16)
C (-1.77, 4.24, 3.53)
C (-4.62, -3.13, -1.51)
C (3.91, -2.91, 0.79)
C (1.60, -2.71, 3.56)
C (0.96, -3.67, -5.29)
C (-3.81, -4.03, -2.42)
C (1.37, -0.26, 3.16)
C (-1.64, -0.05, 4.43)
C (1.46, -2.55, 4.95)
C (0.54, -2.90, -4.22)
C (-1.61, 1.43, -6.25)
C (0.35, 1.06, -4.91)
C (-0.01, 0.39, 2.48)
C (-0.21, 3.37, -2.07)
C (3.13, -0.11, 0.23)
C (5.82, -3.87, -0.35)
H (1.45, -3.41, 5.61)
H (3.74, -0.76, -1.72)
H (1.76, 1.54, -1.36)
H (3.33, -1.06, -3.74)
H (-2.40, 7.82, 2.45)
H (-6.14, 0.61, 0.49)
H (-2.55, 1.39, 2.63)
H (1.72, -3.72, 3.16)
H (-5.59, -2.85, -1.95)
H (-3.65, -3.58, -3.40)
H (-6.06, 0.05, -1.19)
H (-3.95, -0.67, 0.93)
H (-1.58, 3.17, 3.52)
H (2.40, 1.10, -2.94)
H (-0.56, 4.19, 0.38)
H (1.17, 5.22, 2.05)
H (-1.40, 4.63, 4.49)
H (-0.47, -3.03, -3.83)
H (-1.37, 0.95, 4.78)
H (2.58, 0.73, 0.65)
H (-0.80, -2.27, 3.00)
H (-0.60, 6.68, 3.57)
H (2.58, -4.10, -6.64)
H (-1.44, -1.74, 1.43)
H (4.09, -2.44, -5.62)
H (4.19, -2.53, 2.88)
H (-1.05, -0.77, 4.99)
H (-2.70, -0.23, 4.62)
H (6.50, -3.40, 2.93)
H (-2.55, -1.98, 2.79)
H (4.07, -0.21, 0.77)
H (-4.77, -3.58, -0.53)
H (6.28, -4.23, -1.27)
H (7.57, -4.23, 0.85)
H (-5.32, -1.73, 0.52)
H (4.17, 0.90, -1.34)
H (-3.34, 5.33, 3.20)
H (-0.43, 6.91, 1.82)
H (1.42, 0.86, 5.07)
H (-1.79, 5.45, 0.46)
H (-4.81, 1.12, -0.54)
H (2.07, 0.47, 2.71)
H (0.78, 4.63, 3.67)
H (1.46, -1.09, 6.53)
H (-2.83, -4.21, -1.96)
H (-3.42, 0.55, -5.51)
H (3.95, -3.41, -1.30)
H (0.34, 2.17, -6.75)
H (-4.30, -5.00, -2.55)
H (-2.35, -0.39, -3.50)
H (0.29, -4.39, -5.74)
H (-2.08, 1.86, -7.13)
H (1.42, 1.20, -4.77)

Output
Energy above the lowest of the compared OMol25 structures with the same formula, charge and spin   541.80 kJ/mol
Molecular weight   1377.32 g mol⁻¹
E_HOMO   -2.3 eV
Calculated total energy   -10397.77183 a.u.
Lowest unoccupied orbital energy   1.6 eV
Maximum force   0.033 hartree/bohr
HOMO-LUMO gap   0.1427 Eh
Charge   -1

Mulliken atomic charge list, values in e, 99 entries: Bi 2.0190; Sb 0.5608; Sb -1.2455; Se -0.3565; Se -0.1807; Se 0.0584; S 0.5969; O 0.4814; O -0.5791; O 0.0221; O -0.5489; O -0.5516; O -0.6004; N -0.8612; C -0.7182; C -1.2725; C 2.6473; C -0.4108; C -1.9896; C -0.1302; C -0.0778; C -0.7542; C -1.4069; C -1.0791; C 0.7061; C -0.7050; C -0.5662; C -1.0498; C -0.3623; C -0.1095; C -1.2791; C -0.0776; C -0.5188; C 0.5975; C -0.6200; C -0.3118; C 1.2223; C -0.7742; C 0.2363; C -1.4751; C -0.6407; C 0.0526; C -0.5652; C -0.4815; C -1.2795; C 1.0382; C -1.8427; C -0.9363; C -0.6706; C -0.4854; C -0.4797; C 0.2728; C 0.2568; C -0.4856; C -0.6694; H 0.3298; H 0.1111; H 0.2042; H 0.1975; H 0.3561; H 0.3741; H 0.2902; H 0.3238; H 0.3916; H 0.2955; H 0.3536; H -0.4455; H 0.3072; H 0.6262; H -0.0910; H 0.5180; H 0.5531; H 0.4674; H 0.2323; H -0.4339; H 0.2259; H 0.4045; H 0.3469; H -0.1298; H 0.4125; H 0.2699; H 0.3162; H 0.6244; H 0.3897; H 0.5319; H 0.8094; H 0.4169; H 0.3867; H 0.3374; H 0.5963; H 0.4043; H 0.4497; H 0.5014; H 0.2787; H 0.4518; H 0.1275; H 0.1676; H 0.5172; H 0.3369